# 1
Molecular formula: C4H9NO2S
Method: DFT, ωB97M-V/def2-TZVPD

Electronic energy: -761.12886 hartree
Frontier orbital gap: 9.83 eV
HOMO energy: -9.77 eV

The geometry in ORCA input format:
```
! wB97M-V def2-TZVPD RIJCOSX def2/J DEFGRID3
* xyz 0 1
S -3.34960 0.59815 0.11981
O -4.26811 0.94840 -0.93319
O -1.98643 -1.26203 -0.95641
N -4.02772 -0.36715 1.09377
C 0.83768 1.30798 -0.71528
C -0.07078 1.72345 0.14701
C -1.47684 -2.16675 -0.36584
C 1.95139 0.37248 -0.37380
H -0.86455 2.38828 -0.14363
H -0.05145 1.41186 1.17971
H 0.79568 1.63804 -1.74586
H -1.16883 -3.09897 -0.86384
H 2.24004 0.47380 0.67008
H -1.27615 -2.13519 0.71750
H 1.63233 -0.65858 -0.53794
H 2.82274 0.54629 -1.00031
H -3.44482 -0.64197 1.87061
*
```

These are the Löwdin partial charges, in e, on atoms 1 to 6:
1. S 0.82
2. O -0.47
3. O -0.09
4. N -0.28
5. C -0.24
6. C -0.05

# 2
Molecular formula: C24H19IrN6OSTe
Method: DFT, ωB97M-V/def2-TZVPD

Electronic energy: -2100.21693 hartree
Frontier orbital gap: 5.84 eV
HOMO energy: -6.84 eV

The geometry in ORCA input format:
```
! wB97M-V def2-TZVPD RIJCOSX def2/J DEFGRID3
* xyz 0 1
Ir -0.25114 0.25559 -0.69002
Te 0.25840 -1.20638 1.40169
S 3.22654 0.42893 1.04041
O 0.52418 2.02209 0.41782
N -1.50773 2.03082 4.65605
N -3.00967 0.10252 1.54182
N 0.87860 2.90551 2.44265
N -2.07643 1.02411 -0.14299
N 2.10310 -2.31833 -1.21197
N 1.60823 -0.08775 -1.64377
C 0.11187 2.16360 1.61852
C 4.01847 -0.22728 3.36733
C 2.16752 -0.54531 1.98453
C -3.15589 -0.04798 0.07577
C 1.99363 1.08374 -2.21089
C -2.64456 -1.33838 -0.53409
C -3.43062 -2.48220 -0.48992
C -2.51272 2.40678 -0.29835
C -2.08994 0.98254 1.36830
C -1.07146 1.56894 2.16416
C -1.85187 -3.61682 -1.88785
C -1.05268 -2.48099 -1.91270
C 2.44661 -1.13777 -1.74576
C -4.49842 0.36797 -0.45462
C 3.68872 -1.00772 -2.40869
C -3.02586 -3.63405 -1.14788
C -4.79105 1.64809 -0.66162
C 3.17223 1.27298 -2.87103
C -1.35874 1.81719 3.53011
C 4.41642 0.47202 2.27092
C -1.38711 -1.32937 -1.19542
C 2.72948 -0.80482 3.20324
C 4.04834 0.18433 -2.96450
C -3.78212 2.69720 -0.53748
H 2.70030 -3.11411 -1.33392
H -3.63434 -4.52777 -1.10317
H 5.00053 0.28390 -3.46927
H -0.14397 -2.49732 -2.50243
H -4.07544 3.73306 -0.63340
H 3.40758 2.23821 -3.29289
H 5.34238 1.00569 2.12516
H 4.61647 -0.32845 4.26174
H -4.36535 -2.47303 0.05936
H -5.78712 1.93642 -0.97241
H 2.22854 -1.38544 3.96695
H -5.22148 -0.41475 -0.63932
H -1.69281 3.10852 -0.33658
H 1.21049 -2.43763 -0.75226
H 0.63218 3.02343 3.41053
H 4.34066 -1.86986 -2.45526
H 1.29289 1.90266 -2.09179
H -1.54799 -4.49689 -2.44190
H 1.80213 3.14358 2.12710
*
```

These are the Löwdin partial charges, in e, on atoms 1 to 6:
1. Ir 0.98
2. Te 1.23
3. S 0.96
4. O -0.21
5. N 0.14
6. N 0.23

# 3
Molecular formula: C26H36N7O2Rb
Method: DFT, ωB97M-V/def2-TZVPD

Electronic energy: -1570.12667 hartree
Frontier orbital gap: 6.15 eV
HOMO energy: -6.05 eV

The geometry in ORCA input format:
```
! wB97M-V def2-TZVPD RIJCOSX def2/J DEFGRID3
* xyz 0 1
Rb 0.52615 0.87258 -1.34847
O -1.23371 2.40266 -0.21290
O 0.00594 -3.91702 1.36078
N 0.80414 -2.16829 -1.92030
N -0.76709 5.79457 -2.53974
N 0.11466 3.80602 -2.45554
N 2.79349 0.22173 1.94483
N 2.99428 -0.79888 -0.92422
N -0.95099 -1.61943 -0.01899
N 0.10515 0.04991 1.86289
C -3.03220 -1.60344 0.94894
C 0.72545 0.97323 2.84259
C -0.31177 -4.34907 -2.51456
C 2.16071 -3.69229 2.34258
C 2.04554 1.38907 2.31124
C 1.04679 4.69147 -2.82630
C -3.49419 4.65577 -1.92147
C -2.25453 4.08697 -1.61377
C 2.07432 -2.48952 -2.48369
C -0.98562 4.48638 -2.28730
C 0.86137 -4.46954 2.38203
C 3.17709 -2.14675 -1.48058
C -4.59687 3.71935 -0.06510
C -3.49362 -2.32361 -0.12528
C -0.22994 -2.94626 -1.88428
C -4.66654 4.52982 -1.20066
C -1.10825 -0.28699 2.03915
C -2.65975 -2.78953 -1.15109
C 3.78178 0.66784 0.92546
C -2.20277 3.20734 -0.50019
C 0.50877 5.99912 -2.94604
C -3.45312 3.12870 0.30704
C -1.73629 -1.19542 0.94229
C 4.13226 -0.44068 -0.08105
C -1.34615 -2.37698 -1.04825
C -1.94016 0.01844 3.18482
H 0.39096 -4.30965 3.38911
H -5.59891 4.93649 -1.39258
H 1.87889 2.12869 1.53152
H 2.10162 -0.42969 1.61516
H 3.26109 -3.05241 -0.85020
H 2.11241 -0.89469 -0.37216
H 2.52398 -3.78154 1.36536
H 0.96165 -5.52611 2.09758
H -3.63424 -1.38755 1.79279
H -3.43939 2.65734 1.25574
H -3.64759 5.33313 -2.76436
H 2.50378 1.93350 3.15026
H -0.21312 -4.35637 -3.60952
H 0.14830 1.85729 2.96798
H 0.53177 -5.00724 -2.16706
H -5.39658 3.69376 0.64163
H 2.12468 -3.58890 -2.66313
H 3.41348 1.58386 0.39861
H -2.93961 0.23850 2.95627
H -2.99327 -3.46888 -1.94747
H 4.75584 0.99268 1.38142
H 4.11476 -2.20100 -2.12015
H -1.59889 0.89552 3.69305
H 2.16717 -2.04635 -3.45770
H -1.85684 -0.87898 3.82611
H 0.19259 -3.00747 1.17948
H 1.98569 -2.61966 2.50899
H -1.46711 6.51281 -2.26667
H -4.55208 -2.65781 -0.22471
H 0.94252 6.87571 -3.17671
H -1.27999 -4.79098 -2.27795
H 4.44794 -1.30281 0.53226
H 0.82904 0.39878 3.79016
H 1.99971 4.24551 -3.04533
H 2.87851 -3.88531 3.15671
H 4.95693 -0.17744 -0.73935
*
```

These are the Löwdin partial charges, in e, on atoms 1 to 6:
1. Rb 0.87
2. O -0.32
3. O -0.09
4. N 0.02
5. N 0.08
6. N 0.05

# 4
Molecular formula: C28H25BrFN5O6PtS
Method: DFT, ωB97M-V/def2-TZVPD

Electronic energy: -4998.32335 hartree
Frontier orbital gap (spin up / spin down): 6.90 / 7.00 eV
HOMO energy (spin up / spin down): -9.92 / -10.02 eV

The geometry in ORCA input format:
```
! wB97M-V def2-TZVPD RIJCOSX def2/J DEFGRID3
* xyz 1 2
Pt 1.23586 3.30216 -2.11476
Br 4.56335 1.98004 -3.17484
S 2.75637 4.93369 -2.50816
F -1.57331 -3.37318 -0.03769
O -0.49378 2.16100 -2.00065
O 1.69372 0.37542 -0.54144
O 0.61158 3.60721 -3.99762
O 1.71692 3.53335 -0.17938
O -1.39741 0.17046 -2.43856
O 2.72222 3.59896 1.77523
N 1.87434 1.32344 -3.04497
N 0.20831 0.69020 3.21874
N -2.60167 -3.21741 2.54362
N 1.52710 4.23960 -4.76788
N -4.36126 -5.38110 2.97319
C -0.48178 0.96953 -2.48455
C 3.37983 5.64570 -5.09416
C 0.19801 -0.41977 1.09235
C 1.30745 4.16999 -6.09841
C -1.63323 -2.28018 2.05194
C 0.94436 1.69039 2.66451
C -2.05638 -4.52874 2.84845
C 2.10850 -1.12960 -4.26818
C 0.80919 0.52460 -3.15810
C 2.53745 4.94426 -4.22049
C -1.14213 -2.35259 0.74686
C -0.25106 -0.34151 2.41459
C 3.05192 0.89434 -3.46066
C 1.36810 1.72769 1.37769
C -4.88133 -4.01480 2.59891
C -0.22628 0.79661 4.58940
C 0.77549 1.20448 5.62176
C 2.11759 4.84376 -6.96615
C 0.88377 -0.70447 -3.78273
C 1.14047 0.58156 0.53157
C -0.25065 -1.44191 0.25719
C 0.27838 -0.21051 5.58254
C 3.17398 5.60150 -6.44906
C -3.04362 -5.30023 3.70190
C 3.22270 -0.32934 -4.08854
C 2.04511 3.00659 0.95599
C -1.17489 -1.28330 2.88722
C -3.82502 -3.31952 1.76582
H -5.06787 -3.48671 3.53193
H 1.78933 1.38233 5.29206
H -5.81267 -4.15511 2.05377
H -4.17998 -2.32143 1.51167
H -1.24274 1.15619 4.70609
H 0.46041 3.56116 -6.37509
H 4.19692 6.20545 -4.66206
H 3.83363 6.14111 -7.11434
H -0.01751 -1.29678 -3.84443
H -3.24086 -4.78217 4.63852
H 0.96294 -0.95956 5.20809
H 0.10263 -1.48257 -0.76413
H 1.92915 4.77831 -8.02677
H -0.40099 -0.54584 6.35386
H 0.43330 1.85543 6.41243
H -4.23240 -5.92623 2.11715
H -1.82060 -5.10516 1.93818
H -1.56833 -1.22761 3.89163
H -2.71294 -6.31783 3.90026
H -1.13101 -4.41670 3.41167
H 4.20560 -0.63005 -4.41789
H -3.68763 -3.86674 0.82145
H 2.20475 -2.08547 -4.76635
H -5.04739 -5.87845 3.54085
H 1.18597 2.51602 3.31897
*
```

These are the Löwdin partial charges, in e, on atoms 1 to 6:
1. Pt 1.25
2. Br 0.82
3. S 0.69
4. F 0.06
5. O -0.15
6. O 0.06

# 5
Molecular formula: C2H3N3O2
Method: DFT, ωB97M-V/def2-TZVPD

Electronic energy: -392.58829 hartree
SMILES: O/N=c1\nc[nH]o1
Frontier orbital gap: 9.16 eV
HOMO energy: -8.83 eV

The geometry in ORCA input format:
```
! wB97M-V def2-TZVPD RIJCOSX def2/J DEFGRID3
* xyz 0 1
O 2.85844 0.13380 0.06429
O -0.60759 -1.34824 0.01403
N 0.12159 0.81135 0.00315
N -1.63506 -0.40534 0.16057
N 1.81177 -0.96445 -0.14420
C 0.61313 -0.48274 -0.00058
C -1.14386 0.76876 -0.05300
H -2.60130 -0.82013 -0.05995
H 2.23061 0.77969 0.48579
H -1.64772 1.52730 -0.47012
*
```

These are the Löwdin partial charges, in e, on atoms 1 to 6:
1. O -0.09
2. O 0.01
3. N 0.13
4. N 0.04
5. N 0.08
6. C -0.34

# 6
Molecular formula: C4H5NO
Method: DFT, ωB97M-V/def2-TZVPD

Electronic energy: -285.21631 hartree
Frontier orbital gap: 8.16 eV
HOMO energy: -9.12 eV

The geometry in ORCA input format:
```
! wB97M-V def2-TZVPD RIJCOSX def2/J DEFGRID3
* xyz 0 1
O 2.12808 -0.44179 -0.20596
N 2.16483 1.09702 -0.26790
C 0.95954 1.41575 -0.03861
C 0.09049 0.25734 0.22047
C 0.98206 -0.92345 0.09678
C -1.22136 0.23039 0.47258
H -0.75268 -2.26072 -0.63529
H -1.47922 -2.25121 -0.80242
H -1.84611 1.11659 0.41643
H -1.71022 -0.70164 0.73223
H 0.68459 2.46173 0.01170
*
```

These are the Löwdin partial charges, in e, on atoms 1 to 6:
1. O -0.06
2. N 0.14
3. C -0.14
4. C -0.31
5. C -0.06
6. C 0.11